This record from OMol25 describes a structure of composition C26H42F6O22PS3. The level of theory is ωB97M-V/def2-TZVPD.

Geometry (Å):
P: 16.808 -16.663 0.224
F: 16.811 -17.580 -1.094
F: 18.046 -17.545 0.879
F: 17.797 -15.637 -0.535
F: 16.824 -15.750 1.520
F: 15.515 -15.816 -0.302
F: 15.795 -17.717 0.988
O: 19.196 -25.245 0.308
C: 19.078 -24.359 -0.559
O: 18.866 -23.097 -0.186
C: 19.043 -22.237 -1.293
C: 19.523 -23.094 -2.450
C: 19.459 -24.477 -2.007
H: 19.870 -21.535 -1.187
H: 18.221 -21.616 -1.650
H: 20.564 -22.844 -2.659
H: 19.006 -22.930 -3.396
H: 20.479 -24.860 -2.010
H: 18.791 -25.068 -2.634
O: 14.814 -13.534 -5.480
C: 14.099 -14.501 -5.099
O: 13.186 -14.300 -4.258
C: 12.464 -15.439 -3.929
C: 13.033 -16.431 -4.851
C: 14.381 -15.936 -5.370
H: 11.388 -15.434 -3.752
H: 12.634 -15.734 -2.893
H: 12.304 -16.596 -5.644
H: 13.282 -17.442 -4.531
H: 14.621 -16.323 -6.361
H: 15.220 -16.276 -4.763
O: 8.491 -16.550 4.030
C: 9.125 -16.446 3.036
O: 10.503 -16.363 3.158
C: 11.131 -16.490 1.875
C: 10.024 -16.235 0.867
C: 8.714 -16.455 1.619
H: 11.665 -17.406 1.624
H: 11.755 -15.601 1.784
H: 9.954 -16.928 0.028
H: 10.158 -15.244 0.434
H: 8.300 -17.449 1.447
H: 7.946 -15.691 1.503
O: 15.691 -7.189 0.342
C: 15.303 -8.343 0.088
O: 15.804 -9.422 0.687
C: 15.374 -10.581 0.015
C: 14.110 -10.221 -0.643
C: 14.109 -8.745 -0.762
H: 15.088 -11.363 0.719
H: 16.255 -10.909 -0.536
H: 13.186 -10.513 -0.145
H: 14.069 -10.520 -1.691
H: 13.277 -8.134 -0.414
H: 14.133 -8.559 -1.836
O: 24.158 -11.532 0.299
C: 23.165 -11.683 0.967
O: 22.780 -12.885 1.428
C: 21.643 -12.959 2.236
C: 21.646 -11.443 2.657
C: 22.148 -10.660 1.420
H: 21.930 -13.462 3.160
H: 20.691 -13.367 1.896
H: 22.148 -11.199 3.593
H: 20.674 -11.052 2.958
H: 22.683 -9.721 1.564
H: 21.517 -10.562 0.537
C: 13.161 -21.968 2.256
C: 13.759 -22.307 0.926
O: 12.674 -22.570 0.128
S: 11.197 -21.957 0.620
O: 10.355 -23.014 1.151
O: 10.635 -21.101 -0.424
O: 11.956 -21.264 1.931
H: 13.821 -21.309 2.820
H: 12.877 -22.867 2.804
H: 14.586 -23.017 0.901
H: 14.291 -21.541 0.360
C: 20.807 -19.759 4.984
C: 21.609 -20.703 4.041
O: 22.248 -21.766 4.766
S: 22.784 -21.123 6.178
O: 24.036 -20.371 6.076
O: 22.715 -22.097 7.280
O: 21.482 -20.093 6.222
H: 19.830 -20.185 5.212
H: 20.697 -18.714 4.695
H: 22.391 -20.062 3.633
H: 20.973 -21.245 3.341
C: 14.758 -16.458 5.899
C: 15.827 -17.246 6.589
O: 15.719 -17.232 7.968
S: 14.084 -17.400 8.203
O: 13.544 -16.689 9.387
O: 13.682 -18.819 8.042
O: 13.680 -16.676 6.812
H: 14.535 -16.859 4.911
H: 14.933 -15.382 5.874
H: 16.864 -16.951 6.433
H: 15.778 -18.302 6.325

Results
Max |F| (eV Å⁻¹): 8.728
Charge: -1
LUMO energy (eV): 1.60
Spin multiplicity: 1

Atomic partial charges in e from the Mulliken method, atoms 1 to 5:
1. P 1.2628
2. F -0.3750
3. F -0.3956
4. F -0.3697
5. F -0.3678

=====

This record from OMol25 describes a structure of composition C26H42MoN5O2SSbSe4Si4Te. The level of theory is ωB97M-V/def2-TZVPD.

Geometry (Å):
Mo: 1.852 -1.653 -0.326
N: 3.575 -1.320 3.600
C: 2.276 -1.409 4.106
C: 1.807 -1.402 5.414
C: 0.442 -1.536 5.562
C: -0.412 -1.673 4.452
C: 0.067 -1.673 3.161
C: 1.440 -1.527 2.995
N: 2.232 -1.498 1.840
C: 3.479 -1.400 2.264
C: 4.529 -1.321 1.254
C: 5.879 -1.239 1.339
S: 6.546 -1.160 -0.234
C: 5.008 -1.263 -0.912
N: 4.027 -1.334 -0.035
H: 4.422 -1.251 4.140
H: 2.465 -1.308 6.264
H: 0.019 -1.544 6.555
H: -1.473 -1.783 4.624
H: -0.592 -1.791 2.311
H: 6.505 -1.233 2.212
H: 4.836 -1.267 -1.980
Se: 4.224 -1.286 -5.346
Sb: 1.834 -1.848 -4.881
Se: 1.145 -3.879 -5.718
Se: 0.721 0.115 -4.249
Se: 2.443 -2.754 -2.262
O: -1.180 -2.639 -3.025
C: -1.731 -3.929 -3.182
N: -2.909 -4.144 -2.366
C: -2.876 -4.325 -1.023
O: -3.841 -4.439 -0.308
C: -1.496 -4.358 -0.421
C: -0.896 -5.546 -0.016
C: 0.378 -5.513 0.545
C: 1.000 -4.287 0.664
N: 0.413 -3.149 0.262
C: -0.809 -3.182 -0.263
H: -1.659 -1.987 -3.560
H: -0.941 -4.621 -2.886
H: -1.991 -4.142 -4.221
H: -3.832 -4.146 -2.779
H: -1.418 -6.485 -0.139
H: 0.881 -6.409 0.873
H: 2.003 -4.203 1.082
H: -1.221 -2.240 -0.593
C: 1.762 4.719 -0.989
Si: 0.120 4.345 -1.770
C: 0.303 3.955 -3.562
C: -1.116 5.701 -1.469
Si: -0.873 2.563 -0.555
Te: 0.632 0.324 -1.080
Si: -2.995 1.727 -1.210
C: -4.160 2.973 -0.470
C: -3.135 1.680 -3.051
C: -3.249 0.037 -0.481
Si: -0.461 2.642 1.758
C: -1.369 1.267 2.598
C: 1.364 2.540 2.093
C: -1.170 4.292 2.253
H: 2.267 5.492 -1.569
H: 2.412 3.845 -0.965
H: 1.650 5.090 0.028
H: 0.687 4.839 -4.073
H: -0.642 3.682 -4.030
H: 1.009 3.145 -3.729
H: -0.742 6.624 -1.916
H: -1.277 5.893 -0.409
H: -2.081 5.485 -1.925
H: -3.952 3.989 -0.802
H: -4.131 2.960 0.619
H: -5.178 2.730 -0.779
H: -3.101 2.678 -3.485
H: -4.088 1.231 -3.336
H: -2.340 1.094 -3.499
H: -3.174 0.029 0.604
H: -2.526 -0.671 -0.879
H: -4.243 -0.322 -0.751
H: -1.059 0.300 2.222
H: -2.448 1.353 2.484
H: -1.143 1.303 3.667
H: 1.781 1.601 1.725
H: 1.522 2.579 3.172
H: 1.921 3.355 1.642
H: -2.221 4.391 1.986
H: -0.628 5.123 1.805
H: -1.096 4.395 3.337

Results
Max |F| (eV Å⁻¹): 1.183
Charge: +2
<S²>: 2.21
Relative energy (zero: lowest compared OMol25 entry of this formula, charge and spin) (eV): 1.346
LUMO energy (spin up / spin down) (eV): -7.19 / -6.80
Spin multiplicity: 3

Atomic partial charges in e from the Mulliken method, atoms 1 to 5:
1. Mo -0.1346
2. N -0.0216
3. C 1.0531
4. C -1.2767
5. C -0.5717

=====

This record from OMol25 describes a structure of composition C26H42N5O4PS2SiSr. The level of theory is ωB97M-V/def2-TZVPD.

Geometry (Å):
Sr: -0.173 -0.603 -0.377
C: 2.226 2.406 -4.592
Si: 2.465 3.614 -3.192
C: 4.195 3.521 -2.469
C: 2.193 5.352 -3.838
C: 1.169 3.341 -1.831
C: 0.312 4.370 -1.476
C: -0.743 4.174 -0.589
C: -0.932 2.909 -0.099
N: -0.118 1.886 -0.399
C: 0.928 2.090 -1.226
S: 2.007 0.717 -1.516
H: 2.844 2.719 -5.438
H: 1.183 2.402 -4.919
H: 2.517 1.393 -4.320
H: 4.944 3.702 -3.242
H: 4.377 2.537 -2.035
H: 4.331 4.277 -1.691
H: 2.884 5.564 -4.657
H: 2.344 6.119 -3.076
H: 1.179 5.442 -4.235
H: 0.441 5.346 -1.926
H: -1.425 4.971 -0.333
H: -1.761 2.683 0.564
O: 0.616 -1.533 1.731
P: 1.928 -1.213 2.392
N: 1.854 -1.575 3.990
C: 2.716 -0.961 5.014
C: 2.830 -2.046 6.083
C: 1.492 -2.773 5.975
C: 1.264 -2.833 4.468
N: 2.352 0.361 2.301
C: 1.484 1.463 2.739
C: 2.136 2.694 2.119
C: 3.621 2.349 2.163
C: 3.657 0.859 1.817
N: 3.133 -2.100 1.718
C: 3.197 -2.395 0.276
C: 4.576 -3.031 0.094
C: 4.870 -3.644 1.461
C: 4.321 -2.592 2.418
H: 2.242 -0.063 5.421
H: 3.686 -0.670 4.607
H: 3.024 -1.632 7.072
H: 3.646 -2.731 5.839
H: 0.705 -2.181 6.446
H: 1.496 -3.760 6.435
H: 0.212 -2.890 4.193
H: 1.775 -3.699 4.030
H: 1.472 1.538 3.833
H: 0.458 1.313 2.398
H: 1.887 3.608 2.656
H: 1.812 2.801 1.084
H: 4.016 2.509 3.170
H: 4.214 2.938 1.466
H: 4.485 0.354 2.318
H: 3.737 0.710 0.739
H: 3.087 -1.489 -0.325
H: 2.400 -3.096 0.006
H: 5.313 -2.260 -0.137
H: 4.587 -3.759 -0.716
H: 5.927 -3.845 1.625
H: 4.318 -4.579 1.585
H: 5.063 -1.800 2.572
H: 4.053 -3.000 3.394
N: -2.432 -2.254 -1.069
C: -2.389 -1.168 -1.997
C: -1.518 -1.222 -3.080
C: -1.345 -0.097 -3.886
C: -2.031 1.074 -3.617
C: -2.888 1.128 -2.524
C: -3.058 0.021 -1.705
S: -1.847 2.524 -4.673
O: -1.116 2.022 -5.820
O: -3.218 2.926 -4.916
O: -1.093 3.450 -3.838
H: -2.293 -3.145 -1.530
H: -3.305 -2.289 -0.558
H: -0.993 -2.144 -3.313
H: -0.683 -0.121 -4.742
H: -3.432 2.043 -2.330
H: -3.732 0.065 -0.854

Results
Max |F| (eV Å⁻¹): 0.289
Charge: 0
Relative energy (zero: lowest compared OMol25 entry of this formula, charge and spin) (eV): 0.212
LUMO energy (eV): -0.43
Spin multiplicity: 1

Atomic partial charges in e from the Mulliken method, atoms 1 to 5:
1. Sr 1.6512
2. C -0.6393
3. Si 0.0754
4. C -0.9980
5. C -1.2040

=====

This record from OMol25 describes a structure of composition C26H43AsN4O6S2W. The level of theory is ωB97M-V/def2-TZVPD.

Geometry (Å):
W: 0.058 0.464 -0.190
O: 2.639 2.798 -0.892
C: 2.755 3.790 0.155
C: 1.468 4.578 0.415
N: 0.287 3.854 0.960
C: -1.019 4.081 0.340
C: -1.372 2.855 -0.496
O: -2.450 2.441 -0.775
O: -0.253 2.130 -0.868
C: 0.336 3.365 2.354
C: 0.194 2.032 1.744
O: 1.184 1.322 1.247
O: -0.926 1.457 1.478
H: 3.017 3.190 -1.687
H: 3.531 4.500 -0.129
H: 3.089 3.282 1.058
H: 1.161 5.058 -0.514
H: 1.721 5.371 1.125
H: -0.980 4.971 -0.294
H: -1.813 4.243 1.069
H: -0.506 3.662 2.975
H: 1.290 3.575 2.832
C: -0.658 -3.579 1.074
C: -0.532 -3.237 -0.371
N: -0.174 -2.073 -0.891
C: -0.071 -2.162 -2.268
C: -0.369 -3.388 -2.775
S: -0.772 -4.468 -1.529
C: 0.307 -1.020 -3.079
C: 0.619 -1.094 -4.396
S: 0.875 0.454 -5.045
C: 0.573 1.165 -3.531
N: 0.298 0.276 -2.566
C: 0.585 2.654 -3.451
H: -1.122 -2.791 1.658
H: 0.321 -3.813 1.500
H: -1.262 -4.479 1.189
H: -0.384 -3.697 -3.807
H: 0.710 -1.979 -5.005
H: 1.286 3.069 -4.175
H: 0.826 3.026 -2.465
H: -0.401 3.040 -3.726
C: 5.150 -0.869 0.660
C: 4.088 0.108 0.173
As: 2.280 -0.748 -0.138
C: 2.941 -2.451 -1.002
C: 3.667 -2.215 -2.321
C: 2.012 -1.582 1.674
C: 0.689 -1.287 2.394
H: 5.992 -0.276 1.020
H: 5.521 -1.507 -0.139
H: 4.815 -1.492 1.489
H: 4.395 0.582 -0.758
H: 3.907 0.889 0.909
H: 2.104 -3.134 -1.135
H: 3.616 -2.865 -0.254
H: 2.992 -1.849 -3.096
H: 4.088 -3.161 -2.665
H: 4.487 -1.507 -2.207
H: 2.842 -1.271 2.307
H: 2.119 -2.655 1.521
H: -0.181 -1.244 1.705
H: 0.735 -0.374 2.974
H: 0.470 -2.076 3.114
O: -1.773 -0.230 -0.106
C: -3.027 -0.428 0.299
C: -3.627 -1.785 0.195
C: -3.933 -2.410 1.582
C: -5.232 -1.913 2.217
C: -5.224 -0.420 2.535
C: -5.101 0.459 1.289
N: -3.714 0.543 0.789
H: -2.965 -2.422 -0.386
H: -4.569 -1.703 -0.357
H: -3.107 -2.210 2.272
H: -4.006 -3.488 1.442
H: -5.394 -2.470 3.139
H: -6.076 -2.146 1.562
H: -4.421 -0.175 3.236
H: -6.162 -0.161 3.026
H: -5.416 1.475 1.510
H: -5.742 0.074 0.493
H: -3.304 1.468 0.791

Results
Max |F| (eV Å⁻¹): 4.601
Charge: +4
Relative energy (zero: lowest compared OMol25 entry of this formula, charge and spin) (eV): 1.806
LUMO energy (eV): -14.53
Spin multiplicity: 1

Atomic partial charges in e from the Mulliken method, atoms 1 to 5:
1. W 2.6881
2. O -0.3808
3. C -0.7255
4. C -0.7454
5. N 0.1596

=====

Respective E values: -130788.622; -358597.112; -82963.935; -130199.441 eV.